1.
The following is a DFT calculation (ωB97M-V/def2-TZVPD) of 4 unconnected molecules or ions with the total composition C27H58NO5P at a distorted geometry.

The geometry in XYZ format:
```
92
Properties=species:S:1:pos:R:3:lowdin_charge:R:1
C 3.186 1.887 1.957 0.14
C 2.806 0.818 1.601 -0.23
O 2.593 -0.302 0.953 0.08
C 3.747 -1.089 0.835 -0.51
O 4.055 -1.816 1.719 0.17
N 4.415 -1.013 -0.384 0.09
C 5.157 0.276 -0.489 -0.23
C 6.019 0.355 -1.743 -0.17
P 6.962 1.903 -1.732 0.47
O 7.892 1.947 -2.860 -0.25
O 5.847 3.049 -1.733 -0.20
C 6.267 4.353 -2.175 -0.26
C 5.062 5.169 -2.663 -0.05
O 7.762 1.842 -0.340 -0.20
C 7.973 3.087 0.354 -0.28
C 8.884 2.864 1.530 -0.06
H 3.491 2.843 2.280 0.03
H 5.106 -1.751 -0.300 0.14
H 5.754 0.448 0.407 0.12
H 4.415 1.068 -0.521 0.11
H 5.453 0.263 -2.660 0.11
H 6.790 -0.410 -1.673 0.10
H 6.688 4.877 -1.319 0.10
H 7.041 4.319 -2.932 0.11
H 4.188 4.530 -2.706 0.08
H 4.909 6.022 -2.012 0.07
H 5.295 5.574 -3.641 0.07
H 8.462 3.784 -0.328 0.11
H 7.011 3.521 0.626 0.12
H 9.752 2.311 1.188 0.08
H 8.413 2.288 2.322 0.08
H 9.179 3.825 1.936 0.08
C -2.594 -1.051 5.465 -0.11
C -1.175 -1.422 5.886 -0.27
C -0.103 -0.539 5.250 -0.22
C -0.025 -0.604 3.724 -0.22
C 0.218 -1.996 3.144 -0.26
C 1.550 -2.606 3.574 -0.10
H -2.744 -1.177 4.391 0.05
H -3.321 -1.685 5.974 0.07
H -2.816 -0.013 5.720 0.08
H -0.987 -2.474 5.655 0.10
H -1.097 -1.330 6.972 0.10
H 0.869 -0.805 5.674 0.10
H -0.283 0.500 5.543 0.11
H 0.777 0.063 3.393 0.09
H -0.947 -0.197 3.294 0.09
H 0.205 -1.921 2.053 0.10
H -0.601 -2.671 3.413 0.10
H 2.378 -1.969 3.283 0.04
H 1.695 -3.579 3.103 0.08
H 1.594 -2.755 4.655 0.07
C -3.982 -2.032 1.377 -0.10
C -4.017 -0.936 0.316 -0.27
C -3.941 0.474 0.897 -0.22
C -5.103 0.857 1.813 -0.23
C -6.486 0.754 1.172 -0.27
C -6.672 1.684 -0.023 -0.11
H -4.840 -1.972 2.049 0.07
H -3.999 -3.017 0.908 0.07
H -3.071 -1.960 1.976 0.06
H -4.915 -1.046 -0.299 0.09
H -3.167 -1.076 -0.357 0.09
H -3.874 1.191 0.074 0.10
H -3.007 0.576 1.460 0.10
H -4.947 1.883 2.160 0.11
H -5.082 0.232 2.712 0.10
H -7.236 1.000 1.929 0.10
H -6.688 -0.277 0.869 0.10
H -6.511 2.725 0.265 0.07
H -7.685 1.601 -0.420 0.07
H -5.982 1.444 -0.833 0.06
C -4.859 -3.357 -6.587 -0.11
C -3.614 -2.624 -6.095 -0.27
C -3.296 -2.886 -4.624 -0.23
C -4.371 -2.426 -3.638 -0.23
C -4.725 -0.942 -3.715 -0.27
C -3.553 -0.022 -3.389 -0.10
H -5.755 -3.033 -6.055 0.06
H -5.022 -3.167 -7.649 0.07
H -4.753 -4.435 -6.453 0.07
H -3.727 -1.551 -6.274 0.10
H -2.759 -2.944 -6.695 0.10
H -2.345 -2.404 -4.378 0.10
H -3.132 -3.959 -4.482 0.11
H -4.031 -2.657 -2.623 0.10
H -5.280 -3.015 -3.790 0.10
H -5.534 -0.745 -3.005 0.10
H -5.122 -0.696 -4.704 0.10
H -3.167 -0.229 -2.390 0.05
H -3.869 1.022 -3.418 0.07
H -2.735 -0.136 -4.102 0.07
```

Output
Kohn-Sham gap ... 0.3864 Ha
E_LUMO ... 0.49 eV
Charge ... 0
SMILES ... C#COC(=O)NCCP(=O)(OCC)OCC.CCCCCC.CCCCCC.CCCCCC


2.
The following is a DFT calculation (ωB97M-V/def2-TZVPD) of 2 unconnected molecules or ions with the total composition H5NSSi at a distorted geometry.

The geometry in XYZ format:
```
8
Properties=species:S:1:pos:R:3:lowdin_charge:R:1
N 1.475 0.635 -0.278 -0.45
Si -1.813 -0.534 0.157 0.54
S 2.048 -0.909 0.188 0.45
H 2.095 0.953 -0.968 -0.02
H 1.471 1.141 0.603 0.00
H -1.791 0.845 0.719 -0.18
H -1.537 -0.347 -1.315 -0.16
H -1.948 -1.783 0.893 -0.18
```

Output
Kohn-Sham gap (alpha / beta) ... 0.3271 / 0.2049 Ha
E_LUMO (alpha / beta) ... -0.26 / -1.37 eV
Charge ... 0
Energy relative to the best compared isomer or geometry (same formula, charge and spin) ... 64.6 kcal per mole


3.
The following is a DFT calculation (ωB97M-V/def2-TZVPD) of 15 unconnected molecules or ions with the total composition C27H84N16O15 at a distorted geometry.

The geometry in XYZ format:
```
142
Properties=species:S:1:pos:R:3:lowdin_charge:R:1
C -1.470 -14.215 -13.168 -0.86
O -1.920 -13.609 -14.109 0.01
N -0.645 -15.191 -13.302 0.21
N -1.848 -13.964 -11.959 0.16
H -0.441 -15.568 -12.387 0.08
H -0.286 -15.452 -14.209 0.10
H -1.157 -14.335 -11.323 0.02
H -2.371 -13.113 -11.808 0.11
C 2.302 -21.259 -17.247 -0.84
O 3.115 -20.417 -17.563 0.03
N 1.393 -21.170 -16.358 0.22
N 2.405 -22.451 -17.745 0.16
H 0.602 -21.783 -16.225 0.10
H 1.217 -20.229 -16.038 0.09
H 2.033 -23.227 -17.216 0.10
H 3.184 -22.514 -18.386 0.12
C -5.546 -20.624 -11.326 -0.76
O -5.848 -19.781 -10.519 0.03
N -4.360 -21.156 -11.530 0.20
N -6.403 -21.148 -12.193 0.16
H -3.610 -20.736 -10.999 0.08
H -4.180 -21.787 -12.298 0.07
H -7.370 -20.856 -12.227 0.11
H -6.081 -21.843 -12.851 0.05
C -4.560 -22.833 -14.452 -0.70
O -4.026 -23.481 -13.503 -0.03
N -5.864 -22.742 -14.648 0.15
N -3.952 -22.064 -15.286 0.21
H -6.090 -22.184 -15.460 0.09
H -6.597 -23.383 -14.379 0.13
H -4.463 -21.544 -15.985 0.10
H -2.974 -22.285 -15.409 0.08
C 0.505 -16.508 -16.918 -0.78
O -0.639 -16.261 -16.499 0.02
N 1.340 -17.329 -16.440 0.20
N 1.069 -15.995 -17.975 0.16
H 0.892 -17.704 -15.616 0.08
H 2.312 -17.411 -16.703 0.08
H 0.567 -15.296 -18.504 0.12
H 1.988 -16.296 -18.267 0.11
C -0.619 -23.504 -14.017 -0.76
O -1.224 -22.936 -14.916 0.01
N -1.203 -23.927 -12.930 0.19
N 0.635 -23.769 -13.994 0.18
H -0.630 -24.631 -12.485 0.11
H -2.206 -23.839 -12.856 0.08
H 1.001 -24.397 -13.292 0.12
H 1.232 -23.761 -14.809 0.11
C -5.897 -19.148 -15.734 -0.80
O -6.703 -19.939 -16.152 0.02
N -4.829 -18.850 -16.407 0.18
N -5.926 -18.490 -14.591 0.19
H -4.743 -19.321 -17.296 0.12
H -4.454 -17.941 -16.177 0.07
H -5.424 -17.619 -14.502 0.08
H -6.478 -18.772 -13.793 0.11
C 1.028 -17.397 -10.546 -0.79
O 1.336 -18.290 -11.293 0.02
N 1.809 -16.452 -10.101 0.14
N -0.145 -17.164 -9.972 0.17
H 1.340 -15.666 -9.674 -0.01
H 2.653 -16.348 -10.646 0.09
H -0.319 -16.383 -9.355 0.01
H -0.858 -17.862 -10.126 0.06
C -4.059 -16.793 -10.932 -0.05
C -3.449 -16.306 -9.591 -0.38
O -2.961 -17.387 -8.920 -0.16
H -4.845 -17.473 -10.604 0.06
H -3.228 -17.157 -11.538 0.04
H -4.384 -15.922 -11.501 0.06
H -4.150 -15.709 -9.007 0.11
H -2.600 -15.638 -9.737 0.05
H -3.432 -17.427 -8.085 0.10
C -2.075 -18.625 -13.702 -0.04
C -0.939 -19.624 -14.072 -0.27
O 0.323 -19.005 -14.266 -0.12
H -2.318 -18.011 -14.569 0.05
H -1.804 -18.015 -12.840 0.05
H -2.999 -19.139 -13.437 0.06
H -1.211 -20.074 -15.027 0.09
H -0.860 -20.472 -13.391 0.10
H 0.670 -18.891 -13.378 0.05
C -4.215 -13.741 -16.394 -0.06
C -4.623 -14.892 -15.526 -0.48
C -6.095 -15.148 -15.717 -0.06
O -3.968 -16.117 -15.852 -0.08
H -4.672 -12.883 -15.901 0.09
H -4.502 -13.868 -17.438 0.08
H -3.142 -13.548 -16.389 0.07
H -4.400 -14.750 -14.468 0.13
H -6.754 -14.359 -15.356 0.08
H -6.458 -16.071 -15.265 0.06
H -6.457 -15.230 -16.742 0.08
H -3.044 -16.040 -15.603 0.07
C 4.585 -20.699 -13.930 -0.04
C 3.360 -20.071 -13.348 -0.52
C 2.379 -21.072 -12.703 -0.03
O 3.773 -19.185 -12.385 -0.06
H 5.209 -21.262 -13.235 0.09
H 5.221 -19.893 -14.298 0.08
H 4.253 -21.322 -14.760 0.08
H 2.840 -19.486 -14.107 0.11
H 1.410 -21.117 -13.200 0.04
H 2.118 -20.782 -11.686 0.08
H 2.727 -22.105 -12.734 0.06
H 2.979 -18.695 -12.159 0.04
C -1.223 -20.298 -8.084 -0.06
C -0.963 -20.542 -9.540 -0.48
C -1.264 -22.000 -9.951 -0.04
O -1.890 -19.725 -10.207 -0.10
H -1.257 -19.252 -7.779 0.08
H -0.656 -20.974 -7.445 0.08
H -2.218 -20.661 -7.826 0.09
H 0.006 -20.209 -9.912 0.12
H -1.274 -22.226 -11.017 0.05
H -2.313 -22.085 -9.667 0.07
H -0.563 -22.618 -9.390 0.08
H -2.253 -19.124 -9.552 0.03
C -1.118 -19.334 -18.698 -0.05
C -0.210 -18.865 -19.841 -0.47
C 0.469 -20.056 -20.519 -0.05
O -1.058 -18.135 -20.737 -0.05
H -1.989 -19.903 -19.023 0.08
H -1.522 -18.449 -18.208 0.07
H -0.735 -19.945 -17.881 0.06
H 0.567 -18.186 -19.490 0.11
H 1.117 -20.679 -19.902 0.06
H 1.115 -19.682 -21.314 0.07
H -0.289 -20.690 -20.980 0.08
H -0.616 -17.968 -21.572 0.08
C 4.486 -16.807 -15.646 -0.05
C 4.504 -16.267 -14.184 -0.47
C 3.101 -16.161 -13.657 -0.06
O 5.317 -17.092 -13.358 -0.06
H 5.493 -16.875 -16.058 0.08
H 4.002 -16.091 -16.309 0.06
H 3.956 -17.755 -15.736 0.06
H 5.008 -15.300 -14.180 0.13
H 3.059 -15.777 -12.638 0.07
H 2.589 -17.101 -13.865 0.06
H 2.668 -15.414 -14.323 0.08
H 4.919 -17.963 -13.299 0.03
```

Output
Kohn-Sham gap (alpha / beta) ... 0.0674 / 0.3140 Ha
E_LUMO (alpha / beta) ... 1.68 / 1.68 eV
Charge ... -1
Spin multiplicity ... 2